Formula: H3NOS
Source: the OMol25 dataset
Level of theory: ωB97M-V/def2-TZVPD

Last column: Löwdin charge in e.
Geometry (Å):
N1 1.52308 -0.35641 -0.06249  -0.037
O1 -1.73619 0.89109 0.02103  -0.575
S1 -1.15281 -0.60582 -0.07281  0.701
H1 1.71161 -1.33761 0.12327  -0.062
H2 1.51173 0.11507 0.84118  -0.062
H3 -1.85741 1.29367 -0.85018  0.034

Forces on atoms 1 to 3 (eV/Å):
N -2.7 0.3 -0.5
O 0.0 0.3 0.2
S 2.7 -0.1 0.0

Calculated values
Calculated total energy   -14417.6334 eV
ΔE to the lowest compared entry with this formula, charge and spin   2.846 eV
Orbital gap   0.275 hartree
HOMO level   -9.269 eV
Multiplicity   1